1.
{
  "formula": "C3H12O4",
  "method": "ωB97M-V with the def2-TZVPD basis set",
  "symbols": ["C", "C", "C", "O", "H", "H", "H", "H", "H", "H", "O", "H", "H", "O", "H", "H", "O", "H", "H"],
  "coordinates": [[0.073, -2.057, 1.529], [-0.272, -1.079, 0.704], [-1.660, -0.585, 0.431], [0.685, -0.243, 0.155], [-0.655, -2.805, 1.792], [1.098, -2.234, 1.826], [-1.661, 0.496, 0.346], [-2.311, -0.933, 1.220], [-2.050, -1.021, -0.490], [1.544, -0.475, 0.538], [0.550, 1.956, -1.747], [1.178, 1.610, -2.390], [0.266, 1.183, -1.234], [2.603, -0.357, 2.336], [1.780, 0.081, 2.581], [3.316, -0.073, 2.910], [-1.726, 1.977, -3.785], [-1.120, 1.632, -3.106], [-1.638, 2.926, -3.615]],
  "gap_ev": 9.565,
  "fmax_ev_per_a": 1.106,
  "e_lumo_ev": 0.5,
  "e_above_lowest_kcal_mol": 14.89
}

2.
{
  "formula": "C3H12O4S",
  "method": "ωB97M-V with the def2-TZVPD basis set",
  "symbols": ["O", "C", "C", "C", "S", "H", "H", "H", "H", "H", "H", "O", "H", "H", "O", "H", "H", "O", "H", "H"],
  "coordinates": [[2.498, -0.442, -1.516], [2.230, 0.007, -0.438], [1.317, -0.731, 0.587], [0.439, -1.788, -0.033], [-0.888, -2.467, 1.122], [2.723, 0.988, -0.169], [0.888, 0.017, 1.316], [1.990, -1.405, 1.308], [-0.088, -1.457, -0.976], [1.007, -2.599, -0.502], [-0.937, -3.518, 0.456], [-0.865, 1.950, -0.604], [-1.284, 2.637, -1.135], [-1.185, 2.162, 0.288], [-0.437, 0.192, -2.586], [-0.705, 0.769, -1.895], [0.374, -0.238, -2.441], [-2.275, 2.205, 2.097], [-2.766, 1.360, 2.053], [-2.035, 2.358, 3.070]],
  "gap_ev": 9.362,
  "fmax_ev_per_a": 3.408,
  "e_lumo_ev": 0.2,
  "e_above_lowest_kcal_mol": 20.62
}

3.
{
  "formula": "C3H12O5",
  "method": "ωB97M-V with the def2-TZVPD basis set",
  "symbols": ["C", "C", "C", "O", "O", "H", "H", "H", "H", "H", "H", "O", "H", "H", "O", "H", "H", "O", "H", "H"],
  "coordinates": [[-0.668, 0.208, 2.513], [0.774, -0.140, 2.435], [1.323, 0.232, 1.079], [1.637, 1.348, 0.748], [0.985, -0.692, 0.144], [-1.383, -0.369, 3.107], [-1.280, -0.165, 1.640], [-0.937, 1.275, 2.564], [1.234, 0.677, 3.026], [0.949, -1.200, 2.704], [1.454, -0.529, -0.690], [-1.515, -1.610, -0.781], [-1.809, -1.088, -0.040], [-1.654, -2.547, -0.587], [-1.395, 1.107, -3.104], [-0.759, 1.614, -2.566], [-2.241, 1.111, -2.636], [1.843, -0.152, -3.047], [2.343, 0.671, -2.960], [1.098, 0.249, -3.549]],
  "gap_ev": 10.806,
  "fmax_ev_per_a": 4.389,
  "e_lumo_ev": 0.5,
  "e_above_lowest_kcal_mol": 31.17
}

4.
{
  "formula": "C3H12O5",
  "method": "ωB97M-V with the def2-TZVPD basis set",
  "symbols": ["H", "O", "O", "H", "H", "C", "O", "C", "H", "H", "C", "H", "H", "H", "O", "H", "H", "O", "H", "H"],
  "coordinates": [[-1.528, -1.010, 0.637], [-2.154, -1.934, -0.051], [-0.795, -0.144, 1.165], [-2.141, -1.382, -0.985], [-1.393, -2.586, -0.169], [-0.211, 0.755, 0.409], [-0.273, 0.675, -0.831], [0.667, 1.914, 0.888], [0.687, 2.872, 0.386], [0.560, 2.098, 1.936], [2.152, 1.202, 0.565], [2.012, 0.676, -0.469], [2.871, 1.984, 0.480], [2.325, 0.461, 1.345], [-1.781, -0.734, -2.334], [-2.222, 0.148, -2.660], [-1.209, -0.165, -1.703], [1.008, -1.906, 0.283], [0.902, -1.047, -0.039], [0.521, -1.878, 1.146]],
  "gap_ev": 11.197,
  "fmax_ev_per_a": 3.824,
  "e_lumo_ev": 0.6,
  "e_above_lowest_kcal_mol": 32.59
}

5.
{
  "formula": "C3H12P2Si",
  "method": "ωB97M-V with the def2-TZVPD basis set",
  "symbols": ["C", "Si", "C", "C", "P", "P", "H", "H", "H", "H", "H", "H", "H", "H", "H", "H", "H", "H"],
  "coordinates": [[0.443, -2.215, 0.885], [-0.051, -0.333, 0.021], [-1.857, -0.316, -1.233], [1.384, 0.189, -1.139], [-0.264, 0.883, 1.892], [0.693, 2.637, 1.218], [1.446, -2.020, 0.539], [0.330, -2.111, 1.934], [0.172, -3.189, 0.593], [-1.667, 0.139, -2.211], [-2.266, -1.322, -1.351], [-2.448, 0.586, -0.749], [1.508, -0.741, -1.870], [1.080, 1.007, -1.668], [2.207, 0.453, -0.510], [0.959, 0.532, 2.546], [-0.492, 3.472, 1.164], [0.948, 3.297, 2.468]],
  "gap_ev": 9.248,
  "fmax_ev_per_a": 4.386,
  "e_lumo_ev": 0.7,
  "e_above_lowest_kcal_mol": 30.95
}

6.
{
  "formula": "C3H13N2",
  "method": "ωB97M-V with the def2-TZVPD basis set",
  "symbols": ["C", "N", "H", "H", "H", "H", "H", "H", "C", "N", "C", "H", "H", "H", "H", "H", "H", "H"],
  "coordinates": [[-1.198, -1.589, 1.229], [-1.111, -0.114, 1.351], [-1.912, -2.021, 1.939], [-1.588, -1.830, 0.240], [-0.238, -2.030, 1.464], [-0.874, 0.129, 2.319], [-2.055, 0.259, 1.239], [-0.196, 0.512, 0.243], [1.472, -0.370, -0.573], [0.687, 0.874, -0.345], [0.266, 1.520, -1.621], [0.871, -1.028, -1.147], [2.332, -0.160, -1.207], [1.746, -0.765, 0.401], [1.256, 1.539, 0.220], [0.989, 1.291, -2.400], [0.288, 2.589, -1.502], [-0.734, 1.197, -1.852]],
  "spin_multiplicity": 2,
  "s2": 0.750,
  "gap_ev": [3.631, 11.161],
  "fmax_ev_per_a": 1.255,
  "e_lumo_ev": [1.0, 0.7],
  "e_above_lowest_kcal_mol": 20.12
}

7.
{
  "formula": "C3H13N2",
  "method": "ωB97M-V with the def2-TZVPD basis set",
  "symbols": ["C", "N", "H", "H", "H", "H", "H", "H", "C", "N", "C", "H", "H", "H", "H", "H", "H", "H"],
  "coordinates": [[2.256, 0.348, -0.161], [1.555, -0.541, 0.836], [2.722, -0.344, -0.848], [2.873, 1.128, 0.284], [1.400, 0.945, -0.518], [2.082, -1.359, 1.128], [1.380, -0.095, 1.737], [0.054, -0.428, 0.362], [-1.036, -0.417, -1.411], [-1.035, -0.427, 0.083], [-1.777, 0.679, 0.728], [-0.525, 0.449, -1.844], [-2.033, -0.179, -1.779], [-0.670, -1.386, -1.718], [-1.381, -1.330, 0.392], [-1.210, 1.296, 1.444], [-2.059, 1.415, -0.025], [-2.597, 0.245, 1.310]],
  "charge": 1,
  "gap_ev": 11.478,
  "fmax_ev_per_a": 2.318,
  "e_lumo_ev": -3.0,
  "e_above_lowest_kcal_mol": 35.08
}

8.
{
  "formula": "C3H13N2",
  "method": "ωB97M-V with the def2-TZVPD basis set",
  "symbols": ["C", "N", "H", "H", "H", "H", "H", "H", "C", "N", "C", "H", "H", "H", "H", "H", "H", "H"],
  "coordinates": [[0.016, -1.856, 1.019], [1.306, -1.332, 0.432], [-0.775, -1.518, 0.346], [-0.283, -1.317, 1.972], [0.157, -2.937, 1.343], [1.975, -1.461, 1.206], [1.617, -1.788, -0.395], [0.600, 0.106, -0.205], [-0.386, 1.708, 0.732], [0.048, 1.071, -0.561], [-0.978, 0.481, -1.680], [0.400, 2.375, 1.189], [-0.799, 1.038, 1.586], [-1.107, 2.393, 0.282], [0.570, 1.715, -1.166], [-1.524, 1.476, -1.912], [-0.459, 0.033, -2.474], [-1.762, -0.290, -1.286]],
  "charge": 1,
  "gap_ev": 11.359,
  "fmax_ev_per_a": 5.249,
  "e_lumo_ev": -3.0,
  "e_above_lowest_kcal_mol": 60.10
}